[1]
109
Properties=species:S:1:pos:R:3 method="wB97M-V/def2-TZVPD" orbital_gap_ev=7.9 e_lumo_ev=0.13 homo_energy_ha=-0.2867 spin_multiplicity=1 energy_ha=-10996.582404
C 1.467 -4.339 0.050
C 1.359 -4.122 -1.461
N 0.067 -3.588 -1.931
C -0.689 -2.756 -1.080
C -1.957 -3.262 -0.635
C -2.771 -2.566 0.185
C -2.342 -1.282 0.598
N -3.012 -0.465 1.415
S -2.130 0.868 1.542
N -0.872 0.484 0.632
C -1.086 -0.749 0.143
C -0.237 -1.514 -0.722
C 1.102 -1.059 -1.257
N 1.427 0.347 -1.072
C 2.244 0.578 0.126
H 1.810 -3.438 0.555
H 0.530 -4.678 0.489
H 2.207 -5.120 0.235
H 1.533 -5.061 -1.980
H 2.150 -3.436 -1.768
H -0.506 -4.358 -2.241
H -2.259 -4.249 -0.967
H -3.708 -2.982 0.525
H 1.093 -1.287 -2.328
H 1.893 -1.694 -0.834
H 1.931 0.649 -1.892
H 3.313 0.479 -0.085
H 2.055 1.570 0.525
H 1.965 -0.150 0.886
Cl -2.830 -9.556 -0.777
C -3.882 -8.115 -0.774
C -3.801 -7.357 -2.072
Cl -2.202 -6.588 -2.283
H -3.588 -7.492 0.067
H -4.899 -8.460 -0.615
H -4.541 -6.560 -2.083
H -3.972 -8.008 -2.926
Cl 4.788 -5.372 -4.580
C 3.375 -5.799 -5.581
C 2.613 -4.580 -6.033
Cl 1.805 -3.760 -4.674
H 2.744 -6.462 -4.995
H 3.749 -6.341 -6.448
H 1.837 -4.877 -6.737
H 3.269 -3.861 -6.516
Cl -3.444 5.161 5.617
C -2.841 3.523 5.981
C -2.854 2.633 4.769
Cl -4.512 2.242 4.234
H -3.453 3.117 6.783
H -1.819 3.635 6.338
H -2.365 1.688 4.999
H -2.341 3.097 3.931
Cl 3.451 4.504 0.747
C 2.532 5.134 -0.653
C 1.057 5.220 -0.370
Cl 0.332 3.599 -0.219
H 2.731 4.484 -1.499
H 2.927 6.122 -0.872
H 0.558 5.720 -1.198
H 0.859 5.771 0.546
Cl 0.902 4.076 6.497
C 1.144 5.838 6.368
C 0.832 6.555 7.656
Cl -0.910 6.534 8.037
H 0.520 6.198 5.553
H 2.190 5.988 6.107
H 1.123 7.600 7.566
H 1.363 6.112 8.493
Cl -9.839 -8.762 -3.485
C -8.777 -7.366 -3.791
C -7.361 -7.626 -3.348
Cl -7.226 -7.739 -1.570
H -9.200 -6.506 -3.279
H -8.790 -7.180 -4.864
H -6.721 -6.803 -3.665
H -6.976 -8.552 -3.767
Cl 5.955 2.465 6.539
C 5.423 2.264 8.228
C 4.002 2.721 8.432
Cl 3.833 4.485 8.258
H 6.111 2.818 8.861
H 5.500 1.205 8.465
H 3.676 2.468 9.440
H 3.327 2.257 7.717
Cl 3.012 3.699 -4.069
C 4.324 4.656 -4.802
C 4.925 5.647 -3.839
Cl 3.796 6.973 -3.437
H 3.920 5.154 -5.679
H 5.090 3.947 -5.115
H 5.801 6.107 -4.292
H 5.221 5.168 -2.908
Cl -8.265 6.316 3.012
C -7.689 4.662 3.352
C -7.695 3.791 2.124
Cl -9.349 3.426 1.561
H -8.318 4.247 4.135
H -6.671 4.748 3.728
H -7.218 2.840 2.352
H -7.162 4.263 1.303
Cl 5.116 1.109 -5.196
C 6.074 1.144 -6.698
C 7.553 1.213 -6.420
Cl 8.017 2.781 -5.703
H 5.746 2.001 -7.282
H 5.842 0.235 -7.249
H 8.107 1.112 -7.351
H 7.865 0.430 -5.735



[2]
95
Properties=species:S:1:pos:R:3 method="wB97M-V/def2-TZVPD" orbital_gap_ev="6.5 / 4.2" e_lumo_ev="-2.57 / -4.83" homo_energy_ha="-0.3332 / -0.3311" spin_multiplicity=2 energy_ha=-3956.830465 total_charge=+1
C -1.014 -2.347 -1.314
C 1.201 -1.673 -0.902
C -0.606 -3.418 -2.105
C 1.656 -2.867 -1.540
C 0.753 -3.728 -2.144
H -1.371 -3.983 -2.637
H 2.726 -3.061 -1.548
H 1.086 -4.631 -2.645
N -0.148 -1.586 -0.638
P -2.793 -0.845 0.169
P 2.553 0.889 0.062
C -2.489 -1.944 -1.277
H -2.717 -1.408 -2.212
H -3.118 -2.844 -1.282
C -0.757 0.607 2.240
O -0.696 1.488 2.988
C 2.180 -0.665 -0.639
H 3.180 -1.152 -0.668
C 3.796 1.407 -1.377
C 3.581 0.740 1.746
C -3.980 0.544 -0.312
C -3.513 -2.129 1.318
C 3.449 2.885 -1.556
H 3.713 3.476 -0.668
H 3.984 3.296 -2.423
H 2.373 3.004 -1.719
C 5.277 1.224 -1.066
H 5.616 1.762 -0.176
H 5.539 0.161 -0.990
H 5.836 1.621 -1.926
C 3.538 0.596 -2.652
H 4.081 1.075 -3.481
H 3.901 -0.435 -2.574
H 2.477 0.558 -2.912
C 4.099 2.147 2.081
H 3.265 2.856 2.165
H 4.616 2.111 3.049
H 4.810 2.546 1.349
C 2.601 0.321 2.844
H 1.811 1.061 3.004
H 2.127 -0.642 2.624
H 3.157 0.202 3.787
C 4.698 -0.300 1.689
H 5.461 -0.100 0.935
H 5.216 -0.292 2.659
H 4.309 -1.314 1.529
C -3.762 -1.456 2.674
H -4.191 -2.213 3.349
H -2.818 -1.113 3.116
H -4.460 -0.609 2.622
C -2.454 -3.224 1.537
H -2.239 -3.801 0.628
H -1.520 -2.794 1.917
H -2.837 -3.917 2.302
C -4.799 -2.770 0.764
H -4.974 -3.707 1.312
H -5.677 -2.135 0.920
H -4.741 -3.019 -0.303
C -3.817 0.825 -1.812
H -4.247 0.027 -2.433
H -4.343 1.759 -2.066
H -2.760 0.949 -2.080
C -3.585 1.801 0.493
H -2.565 2.134 0.256
H -4.273 2.618 0.233
H -3.651 1.629 1.576
C -5.445 0.213 -0.023
H -5.789 -0.659 -0.592
H -5.635 0.061 1.047
H -6.054 1.074 -0.341
Cu -0.738 -0.044 0.491
N 0.035 1.043 -0.944
C 0.575 1.353 -1.953
C 0.278 2.255 -3.223
C 1.321 2.126 -4.317
C -1.081 1.888 -3.811
C 0.203 3.725 -2.798
H 2.302 2.469 -3.972
H 1.388 1.095 -4.680
H 1.041 2.759 -5.173
H -1.887 2.248 -3.161
H -1.232 2.394 -4.777
H -1.172 0.805 -3.985
H -0.107 4.341 -3.655
H -0.551 3.858 -2.011
H 1.169 4.114 -2.456
N -0.484 -0.327 6.193
N -0.238 -1.194 5.142
N 0.784 -2.072 5.205
C 0.752 -2.563 3.953
N -0.134 -1.940 3.165
N -0.799 -1.069 3.954
H -1.442 -0.007 6.168
H -0.204 -0.766 7.063
H 1.396 -3.371 3.632